No. 1
A structure of composition C25H58N2O2Si3Yb in a non-equilibrium geometry, computed with ωB97M-V/def2-TZVPD.

Cartesian coordinates (Å):
O 1.0856 1.3115 -2.0804
O -0.8016 1.7239 -3.2979
C 1.5892 2.6383 -1.7895
C 3.0013 2.6758 -1.1726
H 0.9145 3.1606 -1.1173
H 1.5569 3.2690 -2.6768
H 3.0393 2.1147 -0.2406
H 3.2917 3.7013 -0.9448
H 3.7545 2.2676 -1.8455
C 1.8128 0.7178 -3.1895
C 2.0682 1.5395 -4.4789
H 1.2761 -0.1864 -3.4635
H 2.7938 0.4050 -2.8466
H 1.1559 1.9968 -4.8569
H 2.4582 0.8981 -5.2686
H 2.7972 2.3331 -4.3211
C -1.5216 0.5834 -3.7701
C -1.3883 3.0226 -3.2757
C -1.2285 0.2942 -5.2445
H -2.5931 0.6971 -3.6005
H -1.2059 -0.2884 -3.2012
H -1.4958 1.1266 -5.8902
H -1.7918 -0.5753 -5.5802
H -0.1738 0.0787 -5.4013
C -1.5594 3.6024 -4.6799
H -0.7520 3.6901 -2.6988
H -2.3506 2.9955 -2.7714
H -0.6307 3.5446 -5.2460
H -1.8569 4.6488 -4.6296
H -2.3341 3.0729 -5.2312
H -0.1321 1.5292 -2.5334
Yb -0.0162 -0.7217 1.0446
C -1.0075 0.9689 0.4555
Si -2.5676 1.8690 1.1069
H -0.0657 1.2551 0.9085
H -1.1379 0.2091 -0.3064
C -2.2853 3.7125 0.8970
C -2.9991 1.7265 2.9233
C -4.1112 1.3535 0.1813
C 1.9325 -1.0776 0.2904
Si 2.1588 -2.6834 -0.6999
H 1.9949 -1.4245 1.3118
H 2.8341 -0.4760 0.1951
C 3.5900 -2.5255 -1.8973
C 0.6123 -3.0935 -1.6548
C 2.5979 -4.0887 0.4489
H -3.9304 1.2460 -0.8850
H -4.9091 2.0821 0.3138
H -4.4777 0.3969 0.5488
H -1.2979 3.9995 1.2541
H -3.0197 4.2841 1.4626
H -2.3694 4.0316 -0.1374
H -2.1333 1.7700 3.5757
H -3.5465 0.8092 3.1228
H -3.6594 2.5408 3.2173
H 0.7507 -2.9487 -2.7253
H -0.2151 -2.4601 -1.3458
H 0.3139 -4.1291 -1.4994
H 2.7501 -5.0118 -0.1091
H 1.8108 -4.2743 1.1719
H 3.5164 -3.8793 0.9950
H 3.9180 -3.5080 -2.2348
H 4.4441 -2.0373 -1.4296
H 3.3209 -1.9596 -2.7873
C 2.0193 2.1404 2.5904
C 1.5064 1.0260 3.4397
C 1.7911 0.9907 4.8200
C 1.3362 -0.0813 5.6083
C 0.6041 -1.1261 5.0324
C 0.3497 -1.0504 3.6690
N 0.7797 0.0074 2.8996
N -0.3810 -2.0025 2.8155
Si -1.3404 -3.4350 3.2292
C -0.2329 -4.7836 3.8901
C -2.5935 -2.9638 4.5348
C -2.2425 -4.0323 1.7104
H 2.6891 1.7018 1.8325
H 1.1823 2.6831 2.1088
H 2.6063 2.8709 3.1863
H 2.3684 1.7805 5.2848
H 1.5626 -0.1038 6.6662
H 0.2605 -1.9597 5.6289
H 0.3021 -4.4184 4.7903
H -0.8492 -5.6658 4.1591
H 0.5034 -5.0719 3.1135
H -3.2449 -2.1537 4.1474
H -3.2122 -3.8470 4.7936
H -2.0706 -2.6068 5.4451
H -2.9012 -3.2212 1.3366
H -1.5089 -4.3063 0.9253
H -2.8593 -4.9160 1.9732

Force components x, y, z for each atom (eV/Å):
1.224 0.767 -0.109
-1.225 0.279 -0.834
0.936 0.917 0.720
-0.431 -0.428 -0.284
-0.402 -0.631 0.389
0.161 -0.268 -0.420
-0.104 -0.089 -0.075
-0.184 0.067 -0.114
0.011 -0.010 -0.041
0.788 -0.377 -0.922
-0.496 0.392 0.705
-0.214 -0.096 0.252
-0.033 -0.132 0.455
-0.008 0.027 -0.068
0.007 -0.225 0.209
0.039 -0.022 0.031
-0.725 -1.211 -1.240
-1.014 1.671 -0.692
0.033 0.263 0.149
0.071 0.355 0.135
0.194 0.227 0.405
-0.052 0.029 0.009
-0.080 -0.027 0.163
0.057 -0.020 0.054
0.028 -0.396 0.101
0.251 -0.433 0.123
-0.086 -0.301 0.183
0.051 0.024 0.006
0.003 -0.023 0.187
-0.027 0.014 -0.040
1.222 -0.384 0.681
-0.426 -4.832 1.498
-4.385 3.715 0.207
1.036 0.261 -0.515
0.287 0.864 -0.837
-0.009 0.680 -1.066
-0.181 0.068 -0.034
0.072 -0.319 -0.040
0.227 -0.198 -0.111
2.048 -0.808 -1.782
0.975 0.800 0.694
0.567 -0.475 0.927
0.139 0.151 -0.319
-0.060 0.022 -0.154
-0.214 -0.321 -0.149
-0.113 -0.123 -0.186
-0.022 0.008 -0.255
-0.023 0.090 0.064
-0.071 -0.130 0.026
0.150 0.040 0.067
-0.055 0.088 0.077
0.074 0.048 -0.301
0.208 -0.073 0.175
0.061 -0.269 0.142
-0.046 0.157 -0.110
-0.026 0.040 -0.122
-0.406 0.115 0.002
-0.115 -0.074 -0.052
0.017 -0.129 -0.060
-0.180 -0.032 0.262
0.046 0.088 0.045
0.015 -0.103 -0.043
0.042 0.026 0.059
0.009 0.124 -0.135
0.114 0.277 -0.246
-0.281 -1.067 1.922
-0.276 -0.269 -0.565
-0.358 -0.304 -0.931
0.636 0.798 0.611
-1.922 -1.870 -2.865
1.119 1.327 2.268
0.946 1.162 1.798
0.747 1.039 0.682
0.040 -0.217 0.001
-0.179 -0.024 0.113
0.083 0.208 -0.340
-0.315 0.303 0.072
0.459 -0.258 0.052
-0.444 -0.546 -0.318
-0.050 -0.003 -0.153
-0.008 0.014 -0.002
-0.016 0.003 -0.130
-0.195 -0.337 -0.461
0.471 0.347 -0.064
-0.274 0.025 0.512
0.254 -0.414 0.339
0.204 0.541 0.002
-0.427 -0.160 -0.392
0.204 -0.513 0.055
-0.488 0.002 0.232
0.322 0.480 -0.283

As for the lowest unoccupied orbital energy (spin up / spin down): -2.145 / -2.141 eV. Its highest occupied orbital energy (spin up / spin down) is -9.93 / -9.91 eV. The spin multiplicity is 2. As for the HOMO-LUMO gap (spin up / spin down): 0.2860 / 0.2857 Ha. The energy comes out at -89096.878 eV. Its total charge is +1. The maximum force comes out at 5.75 eV/Å.

Results of the Löwdin charge analysis, in e, for atoms 1 through 6: number 1, O, carries -0.167; number 2, O, carries -0.094; number 3, C, carries -0.216; number 4, C, carries -0.028; number 5, H, carries 0.117; number 6, H, carries 0.112



No. 2
A structure of composition C25H58NO17V in a non-equilibrium geometry, computed with ωB97M-V/def2-TZVPD.

Cartesian coordinates (Å):
V 4.9338 8.9239 -20.5923
C 1.8231 7.2414 -18.5630
C 2.9991 7.7452 -19.3167
O 4.0086 8.2858 -18.7632
O 3.0323 7.8083 -20.5796
H 1.3389 8.0795 -18.0616
H 2.1469 6.5077 -17.8275
H 1.0889 6.8236 -19.2464
C 3.0838 12.5028 -20.3335
C 3.8398 11.2497 -20.4520
O 4.8780 10.9819 -19.7771
O 3.5384 10.4061 -21.3383
H 3.1846 13.0982 -21.2459
H 3.4076 13.1698 -19.5339
H 2.0131 12.3561 -20.2061
C 6.7037 9.6175 -24.2385
C 5.9979 9.3334 -22.9517
O 5.0083 8.5706 -22.8964
O 6.4156 9.8561 -21.8680
H 6.0834 9.2869 -25.0699
H 7.6262 9.0391 -24.2990
H 6.9168 10.6799 -24.3252
C 7.7379 7.9614 -19.3606
C 7.3978 7.0638 -20.5258
O 5.9800 6.9794 -20.7048
O 6.7183 8.9747 -19.2241
H 8.7322 8.4056 -19.4231
H 7.7424 7.4080 -18.4147
H 7.7943 6.0625 -20.3189
H 7.9411 7.3224 -21.4395
H 5.7659 6.1378 -21.1162
H 7.0004 9.5508 -18.5025
C 5.9912 11.7363 -15.0974
C 5.2762 11.5686 -16.4239
O 6.2219 11.5723 -17.4684
O 7.0273 10.7757 -14.9503
H 5.2785 11.5934 -14.2852
H 6.3902 12.7524 -14.9683
H 4.5274 12.3627 -16.5116
H 4.8012 10.5818 -16.3373
H 5.7549 11.3871 -18.2994
H 7.5143 10.8086 -15.7807
C 5.7323 14.4522 -23.6500
C 5.3701 15.4669 -22.5699
O 5.4478 16.7990 -23.0191
O 4.9049 14.6764 -24.7815
H 5.5748 13.4514 -23.2309
H 6.8123 14.4747 -23.8293
H 6.0655 15.3864 -21.7289
H 4.3811 15.1987 -22.1708
H 5.0969 16.8072 -23.9169
H 5.4563 15.0370 -25.4803
C 0.4784 10.1369 -25.5001
C 1.5813 10.5113 -24.5195
O 1.2542 9.8709 -23.2742
O 0.2214 8.7512 -25.4433
H 0.7810 10.4421 -26.4975
H -0.4270 10.6601 -25.1621
H 1.6047 11.5858 -24.3198
H 2.5353 10.1170 -24.8828
H 2.0289 9.9585 -22.7065
H 0.1471 8.5263 -24.5086
C -0.8211 13.0233 -20.5057
C -0.4267 13.0262 -21.9608
O 0.1524 14.2785 -22.3392
O -1.8507 13.9438 -20.1352
H 0.0755 13.1955 -19.8971
H -1.2319 12.0484 -20.2355
H -1.2631 12.8517 -22.6377
H 0.2691 12.1908 -22.1216
H 0.5348 14.6692 -21.5485
H -1.4523 14.7593 -19.8235
C 4.3103 15.4794 -17.5462
C 5.7581 15.9337 -17.3177
C 6.6596 14.9021 -18.0029
C 8.0942 15.3698 -17.9950
C 8.1814 16.6190 -18.8602
C 7.2563 17.7441 -18.3636
N 5.9546 17.2258 -17.9646
O 5.1575 18.2480 -17.4060
C 7.9970 18.4993 -17.2239
C 7.0409 18.7209 -19.5223
C 6.0300 16.0212 -15.8156
H 4.0546 15.6046 -18.6026
H 3.5974 15.9935 -16.9040
H 4.2630 14.4002 -17.3819
H 6.5197 13.9333 -17.5188
H 6.3092 14.7566 -19.0317
H 8.7746 14.6017 -18.3758
H 8.4409 15.5548 -16.9756
H 7.8829 16.3445 -19.8762
H 9.2046 16.9956 -18.8824
H 8.6189 17.8530 -16.5980
H 8.6508 19.2436 -17.6746
H 7.2847 18.9845 -16.5563
H 7.2228 19.7752 -19.2816
H 7.5442 18.4949 -20.4614
H 5.9786 18.8145 -19.7789
H 5.8582 15.0447 -15.3514
H 5.3233 16.6884 -15.3180
H 7.0254 16.4087 -15.6162
H 4.3714 18.2332 -17.9606

Force components x, y, z for each atom (eV/Å):
-1.902 1.266 -0.325
-0.155 -0.172 -0.057
1.025 1.480 -1.189
0.339 0.104 0.793
0.219 -0.476 -0.411
0.198 0.015 0.172
-0.118 0.033 0.093
0.127 -0.179 -0.041
-0.523 1.579 0.218
0.989 -0.774 -0.793
-0.222 -0.520 0.677
-0.408 -0.531 0.063
0.064 -0.296 -0.167
0.259 -0.355 0.162
0.037 -0.420 -0.063
-0.245 -0.150 -0.415
-0.250 -0.187 0.474
0.017 -0.289 0.121
0.104 -0.138 0.411
-0.060 0.117 0.021
0.122 0.157 0.185
0.156 -0.010 0.009
-0.544 0.213 1.127
0.958 -0.934 -0.314
0.555 0.241 0.340
1.047 -0.697 -0.432
-0.053 0.067 -0.519
-0.138 -0.241 -0.194
-0.205 0.050 0.286
-0.568 0.608 -0.117
-0.337 0.182 -0.174
-0.566 0.380 -0.015
0.277 0.374 0.092
-0.047 -0.584 0.915
0.353 -0.054 0.014
-0.185 0.081 -0.024
-0.024 -0.156 -0.008
0.079 -0.057 -0.210
-0.056 -0.081 -0.210
-0.282 0.164 -0.407
-0.182 0.173 -0.218
0.100 -0.029 -0.005
0.174 -0.043 1.102
0.245 -0.426 0.370
-0.003 -0.021 -0.161
0.433 -0.071 -0.126
-0.353 -0.013 -0.220
-0.126 0.353 -0.556
0.022 -0.097 -0.062
-0.123 0.312 -0.183
-0.193 0.063 0.042
-0.077 -0.089 -0.135
-0.150 0.254 1.259
-0.192 -0.553 0.576
-0.002 0.194 -0.294
0.116 -0.186 -0.610
-0.256 -0.154 -0.189
0.015 0.225 -0.427
0.229 0.119 -0.517
0.094 0.242 0.034
0.072 -0.153 0.270
0.164 0.049 0.057
-0.669 -0.187 0.343
0.165 0.244 -0.145
-0.041 -0.250 0.004
0.278 -0.024 -0.203
-0.024 -0.022 0.053
0.254 -0.143 -0.091
-0.182 0.099 0.184
0.097 0.106 0.027
0.140 0.079 -0.068
-0.041 0.073 -0.111
0.241 -0.223 -0.328
-0.245 0.231 0.393
-0.154 0.010 0.279
0.438 -0.198 -0.254
-0.367 -0.339 0.260
0.882 0.561 0.325
-0.137 -0.719 -1.319
0.046 -0.124 0.294
-0.142 -0.220 0.168
-1.263 1.332 -0.437
-0.413 -0.217 0.286
-0.068 0.265 0.055
-0.064 -0.009 -0.046
-0.153 0.052 0.342
0.121 0.114 0.127
0.076 0.129 -0.051
-0.130 -0.008 -0.121
-0.087 0.118 0.023
0.099 0.010 -0.031
-0.041 0.157 -0.155
-0.076 -0.149 -0.116
0.044 0.068 0.145
0.011 0.193 -0.154
0.585 -0.244 0.197
0.269 -0.215 0.193
0.057 -0.593 -0.041
0.379 -0.006 0.015
0.004 0.161 -0.245
0.099 -0.242 0.148
-0.032 0.169 -0.040

As for the lowest unoccupied orbital energy (spin up / spin down): -0.106 / -0.098 eV. Its highest occupied orbital energy (spin up / spin down) is -8.12 / -8.12 eV. The spin multiplicity is 3. As for the HOMO-LUMO gap (spin up / spin down): 0.2944 / 0.2946 Ha. As for the relative energy (zero: lowest compared OMol25 entry of this formula, charge and spin): 0.0 kcal per mole. The energy comes out at -88851.440 eV. Its total charge is 0. The maximum force comes out at 2.31 eV/Å.

Results of the Löwdin charge analysis, in e, for atoms 1 through 6: number 1, V, carries 1.239; number 2, C, carries 0.025; number 3, C, carries -0.638; number 4, O, carries -0.069; number 5, O, carries -0.036; number 6, H, carries 0.096



No. 3
A cluster of 5 separate species, C25H59NO9 in total in a non-equilibrium geometry, computed with ωB97M-V/def2-TZVPD.

Cartesian coordinates (Å):
C 9.3528 18.4435 16.2424
C 8.7006 19.7370 16.7165
C 9.4988 20.9382 16.1572
C 7.2676 19.7796 16.2077
C 6.3443 20.7873 16.8975
C 6.4183 20.5835 18.3930
C 7.8280 20.6005 18.9664
C 8.3874 22.0348 18.9926
C 7.7892 20.0954 20.4006
N 8.6387 19.6972 18.1718
O 9.9266 19.5422 18.7385
H 10.4303 18.4366 16.4152
H 8.9438 17.5912 16.7932
H 9.1675 18.2784 15.1793
H 9.9923 20.6786 15.2203
H 8.8918 21.8379 16.0948
H 10.3280 21.1612 16.8398
H 7.2660 20.0138 15.1336
H 6.8145 18.7811 16.2305
H 6.6359 21.8093 16.6511
H 5.3319 20.5672 16.5588
H 5.9140 19.6584 18.7031
H 5.8217 21.3173 18.9566
H 9.4178 21.9843 19.3568
H 7.7915 22.6177 19.6966
H 8.4400 22.5287 18.0258
H 6.7899 20.2443 20.8135
H 8.5453 20.5699 21.0226
H 7.9478 19.0161 20.4320
H 9.9578 18.6039 18.9500
C 11.1182 14.5973 15.6297
O 10.5305 13.6440 16.4986
C 11.0397 13.7152 17.8102
C 12.4542 13.2143 17.9783
O 12.7647 13.1525 19.3346
C 14.0359 12.5859 19.5475
H 10.5886 14.5409 14.6838
H 12.1914 14.4411 15.5067
H 10.9758 15.6072 16.0449
H 10.3737 13.0545 18.3857
H 10.8347 14.6940 18.2619
H 13.1235 13.9340 17.4637
H 12.5899 12.2910 17.3973
H 14.1434 11.6364 19.0167
H 14.2014 12.4105 20.6098
H 14.8235 13.2876 19.2331
C 5.2689 27.9234 17.8809
O 6.0988 26.7961 17.9614
C 6.9581 26.6638 16.8783
C 8.1576 25.7987 17.2695
O 8.8255 26.3780 18.3528
C 9.3416 25.4388 19.2615
H 4.8768 28.0529 16.8659
H 5.8196 28.8267 18.1727
H 4.4384 27.8003 18.5723
H 7.3644 27.6120 16.5014
H 6.4526 26.1498 16.0455
H 8.8161 25.7064 16.3934
H 7.8273 24.7809 17.5097
H 9.7137 25.9943 20.1242
H 10.1486 24.8129 18.8671
H 8.5453 24.7964 19.6519
C 5.5491 16.4886 21.3303
O 5.3618 17.6024 20.5194
C 4.1202 18.2651 20.6598
C 2.9067 17.5482 20.0725
O 2.7387 17.5798 18.6773
C 3.9186 17.3541 17.9358
H 6.3339 15.8636 20.9007
H 4.6609 15.8534 21.4259
H 5.8755 16.7689 22.3430
H 4.2361 19.2674 20.2484
H 3.8938 18.3735 21.7340
H 2.0329 18.0032 20.5429
H 2.9143 16.4971 20.4019
H 3.6307 17.2019 16.9003
H 4.4412 16.4486 18.2768
H 4.6259 18.1795 18.0478
C 9.5810 16.6468 20.0706
O 10.7822 16.9140 19.3844
C 11.9808 16.7420 20.1157
C 13.0966 17.3368 19.3035
O 13.1307 16.7675 18.0214
C 13.4935 17.6837 17.0302
H 8.7608 16.6645 19.3533
H 9.3861 17.3902 20.8578
H 9.5810 15.6648 20.5659
H 12.0834 15.6633 20.2921
H 11.9555 17.2662 21.0809
H 14.0388 17.1288 19.8290
H 12.9145 18.4154 19.2377
H 13.6583 17.1451 16.0998
H 14.4219 18.2197 17.2875
H 12.7379 18.4655 16.8665

Force components x, y, z for each atom (eV/Å):
0.120 -0.374 0.120
0.159 0.557 -0.158
0.604 -0.217 0.689
-0.643 0.022 -0.882
0.410 -0.653 0.254
-0.832 -0.013 0.848
0.318 0.720 -0.427
0.284 -0.229 0.266
-0.183 -0.539 0.215
-0.331 -1.260 0.166
-0.013 0.611 -0.160
-0.020 0.112 -0.038
-0.091 0.057 -0.057
0.026 0.106 -0.018
-0.401 0.183 -0.267
-0.001 0.022 -0.371
-0.138 -0.046 0.032
0.297 0.026 0.099
0.090 0.008 0.442
-0.187 0.044 -0.160
-0.085 0.431 -0.111
0.429 -0.256 -0.368
0.239 0.280 -0.313
-0.073 0.080 0.097
0.066 0.174 -0.096
-0.326 0.016 -0.048
0.107 0.274 0.197
-0.044 0.032 0.076
-0.023 0.084 -0.092
0.435 -0.112 -0.010
-0.313 0.441 0.507
0.495 0.046 -0.322
-1.565 -0.693 0.957
0.418 1.346 -1.493
-0.088 -0.566 0.406
0.455 0.339 0.120
0.125 -0.113 -0.132
0.009 -0.110 -0.212
0.067 -0.063 -0.081
0.237 -0.119 -0.079
0.635 0.235 -0.287
0.052 -0.088 0.329
-0.170 -0.360 0.555
0.034 0.004 -0.060
-0.338 0.002 0.042
-0.060 -0.186 -0.207
0.013 0.323 -0.038
-0.207 -0.127 0.402
0.984 -0.676 -0.456
-0.504 -0.127 -0.354
0.291 0.082 0.024
-0.177 0.128 0.732
-0.078 0.042 0.045
-0.024 0.007 -0.134
-0.012 -0.120 0.010
-0.286 0.184 0.227
-0.006 0.191 -0.067
0.023 0.063 0.030
-0.135 0.073 0.149
0.160 0.057 -0.166
-0.034 0.063 -0.214
0.011 -0.101 -0.193
0.144 -0.616 0.627
0.004 0.392 -0.765
-0.263 -0.252 0.658
0.283 -0.364 0.232
-0.163 0.434 -0.070
0.246 -0.441 0.312
0.009 0.134 -0.111
-0.017 0.120 -0.052
-0.125 0.082 -0.056
0.020 -0.021 -0.134
0.076 0.122 -0.080
-0.132 0.046 -0.302
0.099 0.064 0.031
-0.037 0.212 -0.086
-0.098 0.041 -0.015
-0.056 0.008 -0.234
-0.032 -0.346 0.727
-0.427 0.406 -0.290
-0.523 -0.445 0.082
-0.039 -0.120 0.218
-0.111 -0.327 -0.108
0.438 0.637 -0.239
0.066 0.101 -0.079
0.070 -0.001 -0.137
0.160 -0.007 -0.185
0.373 0.079 0.052
-0.135 -0.047 0.004
0.035 0.283 -0.033
0.153 0.015 0.010
-0.065 -0.081 0.002
-0.025 -0.212 -0.037
-0.132 -0.214 0.091

As for the lowest unoccupied orbital energy: 0.710 eV. Its highest occupied orbital energy is -7.99 eV. As for the SMILES: CC1(C)CCCC(C)(C)N1O.COCCOC.COCCOC.COCCOC.COCCOC. As for the HOMO-LUMO gap: 0.3199 Ha. As for the relative energy (zero: lowest compared OMol25 entry of this formula, charge and spin): 0.0 kcal per mole. The energy comes out at -46793.347 eV. Its total charge is 0. The maximum force comes out at 2.05 eV/Å.

Results of the Löwdin charge analysis, in e, for atoms 1 through 6: number 1, C, carries -0.034; number 2, C, carries -0.516; number 3, C, carries -0.019; number 4, C, carries -0.139; number 5, C, carries -0.159; number 6, C, carries -0.148